Here is C5H7N6S as an isolated structure at a distorted geometry from the Open Molecules 2025 dataset. Energies are from ωB97M-V with the def2-TZVPD basis set.

The geometry in XYZ format:
```
19
Properties=species:S:1:pos:R:3:forces:R:3:nbo_charge:R:1
C 3.0960 0.6253 1.0969 -1.34 0.18 -1.25 -0.05
C -1.9932 0.1154 0.2760 4.26 -4.65 1.36 0.35
C 1.6181 -0.0244 -0.3904 -0.77 -0.50 0.56 0.48
C -1.9529 -1.3634 0.5635 0.31 -0.32 -1.40 -0.68
C 0.9943 -0.6714 -1.6016 -3.00 1.75 3.31 -0.65
N 2.8963 -0.0884 -0.0165 0.09 1.02 1.38 -0.39
N -2.9571 0.7818 -0.0628 -3.03 2.54 -1.26 -0.25
N -2.4986 2.0892 -0.2967 -1.75 -0.02 0.28 0.02
N -1.2994 2.1697 -0.0453 2.92 1.66 -0.54 -0.04
N -0.8628 0.9475 0.2587 3.11 -0.64 0.83 -0.06
N 0.8876 0.7010 0.4957 -5.55 -0.48 -2.73 -0.38
S 1.6460 1.4434 1.7097 2.39 -0.53 0.50 0.79
H 4.0956 0.7759 1.4503 0.20 0.13 0.63 0.27
H -2.8148 -1.5328 1.1760 -0.64 -0.43 0.15 0.27
H -2.0989 -1.9247 -0.4654 0.51 0.90 2.27 0.27
H -1.0844 -1.7017 1.1866 -0.53 0.36 -1.00 0.24
H 0.1807 0.1346 -1.7470 1.21 -1.51 -1.25 0.26
H 1.7203 -0.8933 -2.3100 0.95 -0.05 -1.55 0.28
H 0.4273 -1.5836 -1.2780 0.66 0.62 -0.28 0.27
```
Forces are in eV/Å.

As for the gap between HOMO and LUMO: 8.9 eV. The energy relative to the best compared isomer or geometry (same formula, charge and spin) is 411.2 kJ/mol. Its total charge is +1. The calculation puts the HOMO energy at -14.97 eV.